1.
Entry from the OMol25 dataset: a structure of composition C3H5FOS at a distorted geometry (the ωB97M-V functional and the def2-TZVPD basis).

Summary:
* net charge: 0
* multiplicity: 1

Last column: natural (NBO) charge in e.
Positions of all 11 atoms, in Å:
H1 -0.4038 1.0155 -1.8731  0.23
F1 2.0667 0.4207 0.1922  -0.34
S1 -1.4074 -0.5157 -0.0907  1.26
O1 -2.4407 -0.0441 0.8244  -0.94
H2 1.1793 -0.7506 -1.1017  0.16
C1 0.1275 -0.7823 0.8549  -0.64
H3 -0.2224 1.7947 -0.4032  0.25
C2 -0.3017 0.8107 -0.8158  -0.66
H4 0.5490 -1.7924 0.9853  0.24
C3 0.8662 -0.0016 -0.3075  0.19
H5 -0.0127 -0.1547 1.7351  0.25



2.
Entry from the OMol25 dataset: a structure of composition C3H10N4 at a distorted geometry (the ωB97M-V functional and the def2-TZVPD basis).

Summary:
* net charge: 0
* multiplicity: 1

Last column: natural (NBO) charge in e.
Positions of all 17 atoms, in Å:
N1 0.3571 -0.5758 1.0825  -0.12
H1 -1.8570 2.6773 -0.2709  -0.01
N2 -0.2397 0.0280 2.2019  -0.66
H2 -1.1553 0.4397 1.9978  0.33
H3 -1.1181 2.4530 -0.1614  0.00
H4 2.0186 1.5669 -1.7685  0.33
C1 0.0657 -1.0791 -1.2233  -0.48
C2 -0.5632 -1.2527 0.1566  -0.24
H5 -0.6643 -0.9623 -2.0204  0.24
C3 0.9179 0.1579 -1.0607  0.44
N3 1.4530 0.7633 -2.0302  -0.72
H6 -1.5566 -0.7756 0.1884  0.17
H7 1.6719 0.9839 0.7176  0.40
H8 -0.6620 -2.2960 0.4588  0.21
H9 -0.3312 -0.6639 2.9363  0.36
H10 0.7196 -1.9151 -1.4737  0.23
N4 0.9437 0.4506 0.2692  -0.49



3.
Entry from the OMol25 dataset: the molecule C4H5NO3S at a distorted geometry (the ωB97M-V functional and the def2-TZVPD basis).

Summary:
* net charge: 0
* multiplicity: 1

Last column: natural (NBO) charge in e.
Positions of all 14 atoms, in Å:
C1 -1.5839 0.9127 0.8309  0.05
C2 1.3803 0.0845 -0.1178  -0.65
C3 -1.1199 -0.2790 1.2948  0.04
H1 -1.2645 -0.7038 2.3604  0.21
S1 0.1312 0.5534 -1.3398  2.09
H2 2.2878 0.1343 -0.7295  0.26
H3 1.4100 0.2119 1.0030  0.25
O1 -1.1700 1.2432 -0.4436  -0.67
N1 0.4446 -1.0043 -1.7827  -0.73
C4 0.6899 -1.2268 -0.4097  0.16
O2 0.2946 1.6021 -2.2835  -0.85
H4 1.1805 -2.0646 -0.0988  0.21
O3 -0.5938 -1.2157 0.3821  -0.59
H5 -2.0870 1.7522 1.3341  0.23



4.
Entry from the OMol25 dataset: a cluster of 3 separate species, C7H15N in total at a distorted geometry (the ωB97M-V functional and the def2-TZVPD basis).

Summary:
* net charge: 0
* multiplicity: 1

Last column: natural (NBO) charge in e.
Positions of all 23 atoms, in Å:
H1 -1.5386 -1.0167 -1.6219  0.19
H2 0.2955 1.5319 1.3499  0.21
H3 0.9644 1.2293 -1.5087  0.39
C1 2.6058 -0.3292 0.6930  -0.30
H4 -2.9959 -0.0292 -1.5160  0.21
H5 4.3935 -0.6327 -0.4529  0.19
C2 0.5338 -0.4142 0.4912  -0.34
H6 1.1245 2.6128 -0.5220  0.40
C3 -1.6595 0.1785 0.1834  -0.25
H7 -2.0020 -0.7173 2.1315  0.21
C4 -2.2494 -0.8885 1.0800  -0.64
H8 3.1206 -0.3151 1.6572  0.17
C5 0.3450 0.9814 0.4161  0.09
H9 -3.3454 -0.9203 1.0033  0.21
H10 -2.0356 1.1605 0.4832  0.19
C6 3.3112 -0.4856 -0.4224  -0.48
N1 0.6759 1.7225 -0.6751  -0.81
H11 0.5776 -1.0045 -0.4151  0.21
H12 0.3391 -0.9004 1.4340  0.23
H13 -1.4724 0.7367 -1.9057  0.21
H14 2.8241 -0.5664 -1.4014  0.16
H15 -1.8908 -1.8862 0.8053  0.20
C7 -1.9213 -0.0471 -1.2870  -0.65



no.,LUMO (eV),E_tot (hartree),Kohn-Sham gap (eV)
1,0.719,-690.5255,10.01
2,1.081,-339.2305,9.31
3,0.251,-833.8716,9.52
4,1.018,-330.2711,7.55